{
  "formula": "C34H50GeN8O2RbS2SeSi3",
  "method": "wB97M-V/def2-TZVPD",
  "symbols": ["Rb", "N", "C", "S", "N", "N", "C", "C", "C", "C", "C", "C", "C", "O", "H", "H", "H", "H", "H", "H", "H", "C", "C", "O", "N", "C", "C", "C", "C", "C", "C", "N", "H", "H", "H", "H", "H", "H", "H", "H", "H", "H", "Se", "C", "N", "S", "C", "N", "C", "C", "C", "C", "C", "C", "H", "H", "H", "H", "H", "C", "Si", "C", "C", "Ge", "Si", "C", "C", "C", "Si", "C", "C", "C", "H", "H", "H", "H", "H", "H", "H", "H", "H", "H", "H", "H", "H", "H", "H", "H", "H", "H", "H", "H", "H", "H", "H", "H", "H", "H", "H", "N", "C", "H"],
  "coordinates": [[-1.257, 0.971, -0.197], [-4.192, 2.352, -2.902], [-4.740, 1.752, -1.763], [-6.393, 2.106, -1.440], [-3.910, 0.970, -1.128], [-4.402, 0.437, 0.044], [-4.191, -0.796, 0.317], [-3.673, -1.992, -0.397], [-4.263, -3.186, 0.019], [-3.998, -4.421, -0.556], [-3.099, -4.460, -1.621], [-2.455, -3.317, -2.037], [-2.643, -2.040, -1.412], [-1.895, -1.059, -1.704], [-4.675, 3.202, -3.146], [-3.184, 2.417, -2.878], [-4.631, -1.061, 1.283], [-4.991, -3.129, 0.825], [-4.504, -5.314, -0.209], [-2.891, -5.400, -2.125], [-1.740, -3.348, -2.853], [-4.031, 0.382, 3.777], [-2.552, 0.390, 3.467], [-2.054, 1.185, 2.695], [-1.809, -0.550, 4.124], [-0.449, -0.853, 3.696], [-0.440, -2.000, 2.717], [-0.621, -3.304, 3.162], [-0.731, -4.323, 2.228], [-0.635, -4.003, 0.887], [-0.420, -2.676, 0.538], [-0.329, -1.689, 1.425], [-4.505, 1.200, 3.240], [-4.212, 0.467, 4.850], [-4.470, -0.551, 3.423], [-2.327, -1.287, 4.575], [0.156, -1.088, 4.575], [-0.044, 0.036, 3.216], [-0.687, -3.508, 4.225], [-0.901, -5.346, 2.541], [-0.753, -4.744, 0.109], [-0.350, -2.380, -0.503], [1.631, 6.427, -2.995], [1.280, 4.817, -2.253], [1.015, 3.790, -1.771], [-2.509, 6.711, -0.695], [-1.857, 5.125, -0.976], [-2.130, 4.223, -0.104], [-2.938, 4.751, 0.895], [-3.455, 4.021, 1.966], [-4.255, 4.675, 2.878], [-4.554, 6.037, 2.736], [-4.062, 6.765, 1.673], [-3.252, 6.108, 0.747], [-1.237, 4.949, -1.842], [-3.225, 2.968, 2.053], [-4.674, 4.124, 3.711], [-5.194, 6.523, 3.462], [-4.307, 7.812, 1.554], [0.874, -1.690, -3.514], [2.445, -0.759, -3.125], [3.900, -1.723, -3.871], [2.424, 0.969, -3.858], [2.897, -0.592, -0.788], [3.445, -2.694, 0.179], [5.305, -3.028, 0.006], [2.591, -4.127, -0.713], [3.038, -2.700, 2.026], [4.695, 0.915, -0.396], [4.327, 2.682, -0.931], [5.116, 0.874, 1.442], [6.236, 0.369, -1.355], [0.683, -1.647, -4.593], [-0.018, -1.309, -3.005], [0.970, -2.745, -3.244], [3.807, -1.716, -4.963], [3.886, -2.765, -3.544], [4.869, -1.296, -3.612], [2.145, 0.923, -4.915], [3.405, 1.445, -3.788], [1.713, 1.624, -3.351], [5.633, -2.978, -1.033], [5.508, -4.040, 0.376], [5.906, -2.330, 0.592], [3.284, -4.574, -1.431], [1.695, -3.828, -1.255], [2.299, -4.900, 0.002], [3.950, -2.611, 2.621], [2.532, -3.626, 2.313], [2.382, -1.869, 2.286], [3.309, 2.832, -1.284], [4.997, 2.976, -1.743], [4.490, 3.376, -0.103], [4.259, 1.204, 2.032], [5.960, 1.538, 1.653], [5.384, -0.131, 1.772], [6.092, 0.502, -2.429], [6.528, -0.666, -1.173], [7.066, 1.018, -1.052], [1.144, 2.515, 0.607], [1.408, 1.616, 1.299], [1.036, 3.097, -0.268]],
  "mulliken_charge": [0.736, -0.482, -0.165, -0.589, 0.031, -0.199, -0.859, 1.492, -0.655, -0.804, -0.499, -0.214, -0.176, -0.632, 0.214, 0.206, 0.023, 0.292, 0.353, 0.367, 0.384, -1.475, 0.867, -0.528, -0.095, -1.496, 0.782, -0.623, -0.873, -0.797, -0.994, 1.072, 0.272, 0.423, 0.294, 0.292, 0.471, 0.036, 0.474, 0.391, 0.568, 0.844, -0.305, -0.177, -0.509, -0.322, -0.235, 0.163, -0.743, 0.485, -0.436, -0.516, -0.482, 0.577, 0.397, 0.052, 0.392, 0.335, 0.364, -0.651, 0.244, -1.034, -0.876, 0.353, 0.406, -1.181, -0.962, -0.943, 0.447, -0.511, -1.080, -1.150, 0.521, -0.085, 0.232, 0.380, 0.238, 0.220, 0.381, 0.244, 0.086, 0.299, 0.404, 0.272, 0.417, -0.013, 0.431, 0.435, 0.351, 0.022, -0.358, 0.403, 0.368, 0.296, 0.397, 0.245, 0.268, 0.276, 0.382, -0.010, -0.316, 0.381],
  "homo_ev": [-1.459, -1.459],
  "orbital_gap_ev": [4.847, 4.652],
  "total_charge": -2,
  "s_squared": 0.75,
  "e_tot_ev": -219910.877,
  "lumo_energy_ha": [0.1245, 0.1173],
  "spin_multiplicity": 2
}